Run 1
Entry from the OMol25 dataset: a structure of composition C45H53BaCl2F5N4O7P3S (wB97M-V/def2-TZVPD).

Atoms and positions in Å:
Ba1 1.5395 0.5113 1.2018
Cl1 3.3725 -3.1112 2.9154
Cl2 0.1331 -5.2188 6.6694
S1 3.0855 2.3276 -0.1945
P1 -1.4457 -1.0694 -1.4925
P2 2.9392 -1.4228 -1.1581
P3 -2.1170 2.1912 -1.1585
F1 4.6997 2.3520 -2.2751
F2 2.8976 3.5360 -2.5077
F3 -3.6999 2.8619 3.5663
F4 4.5138 4.2494 -1.2469
F5 0.2797 4.1909 5.6214
O1 2.1352 1.3792 -0.8067
O2 1.0471 -1.3002 2.3611
O3 4.0638 -1.1882 -0.0206
O4 3.5933 -0.5261 -2.3453
O5 4.1834 1.6771 0.4929
O6 3.2893 -2.8976 -1.7730
O7 2.4270 3.3815 0.5366
N1 -3.5572 -1.0052 -3.2559
N2 -4.2937 1.6455 -2.7595
N3 2.5859 1.7153 3.4469
N4 -1.2937 -1.2278 3.6855
C1 -0.3365 3.5112 4.6045
C2 0.3874 -4.0452 5.3898
C3 -6.2010 1.3845 -4.2001
C4 -1.8739 -3.0200 5.7411
C5 -1.1871 3.1156 -2.4908
C6 -3.2281 1.1284 -2.2098
C7 3.9223 1.7105 3.5653
C8 6.1637 -2.2401 0.4902
C9 1.9087 2.8404 3.7454
C10 -6.9290 0.6109 -5.0556
C11 4.6508 2.8043 3.9822
C12 1.8003 -3.1085 3.6870
C13 -2.4241 -1.1675 4.3331
C14 3.8479 3.1611 -1.6422
C15 -2.7645 -2.0558 5.3788
C16 -3.1353 -1.2143 0.6655
C17 -0.2328 2.0406 2.6625
C18 1.5673 -4.0390 4.7175
C19 -5.0380 0.8558 -3.5870
C20 3.9625 3.9856 4.2201
C21 -2.8790 -0.2685 -2.4218
C22 -1.6393 2.1085 2.6656
C23 5.4819 -1.1486 -0.2977
C24 -5.4146 -1.2466 -4.7551
C25 -0.9121 -2.2638 -2.7805
C26 -1.3511 -2.9507 0.4817
C27 -2.4020 -2.1525 -0.2973
C28 -0.3913 2.0785 -3.2902
C29 -4.6492 -0.4572 -3.8623
C30 0.4105 2.7986 3.6706
C31 -0.3841 -2.1731 4.0448
C32 -0.2269 4.0408 -1.7314
C33 -3.3205 3.4226 -0.5507
C34 -1.7124 3.5595 4.6037
C35 -2.3314 2.8398 3.5997
C36 2.7468 -0.2279 -3.4615
C37 3.1911 -1.0026 -4.6796
C38 -6.5305 -0.7221 -5.3378
C39 -0.6276 -3.1019 5.0770
C40 2.4890 -4.0003 -1.3075
C41 -3.3922 -3.1233 -0.9327
C42 2.5910 4.0103 4.0941
C43 0.8641 -2.1630 3.3045
C44 3.3219 -4.9536 -0.4858
C45 -2.0375 3.9410 -3.4511
H1 -1.0557 1.4397 -3.8816
H2 -3.9225 3.8689 -1.3413
H3 0.2815 2.5909 -3.9867
H4 2.7354 -5.8397 -0.2301
H5 1.6393 -3.6251 -0.7274
H6 3.6503 -4.4872 0.4408
H7 -2.7709 4.1882 -0.0011
H8 2.0885 -4.4981 -2.1924
H9 5.9449 -2.1371 1.5542
H10 -2.2621 4.1095 5.3534
H11 -1.3857 4.3606 -4.2260
H12 0.2173 1.4429 -2.6482
H13 -0.2393 -2.9886 -2.3194
H14 4.2200 -0.7446 -4.9356
H15 -3.7227 -1.9655 5.8748
H16 -4.1193 -2.6341 -1.5814
H17 -2.8871 -3.8956 -1.5183
H18 -1.8464 -3.5098 1.2837
H19 -0.8450 -3.6768 -0.1621
H20 -2.4472 -0.5581 1.2007
H21 -3.1149 -0.3834 4.0298
H22 2.0347 4.9208 4.2583
H23 -3.8801 -0.5972 0.1528
H24 -2.8116 3.3516 -3.9441
H25 -6.4764 2.4062 -3.9709
H26 4.1989 -5.2717 -1.0535
H27 2.3440 -4.7455 4.9787
H28 5.8316 -3.2266 0.1622
H29 7.2464 -2.1744 0.3546
H30 -0.3461 -1.7284 -3.5455
H31 -5.0879 -2.2614 -4.9439
H32 2.5514 -0.7616 -5.5324
H33 -0.7728 4.7987 -1.1637
H34 -7.8167 1.0128 -5.5273
H35 -3.6600 -1.8122 1.4186
H36 5.7257 2.7388 4.0827
H37 4.4993 4.8844 4.5003
H38 0.4223 4.5628 -2.4430
H39 2.8118 0.8488 -3.6218
H40 -7.1203 -1.3245 -6.0171
H41 5.6452 -1.2558 -1.3693
H42 -2.2341 1.5601 1.9423
H43 -3.9817 2.9341 0.1677
H44 -2.0998 -3.7205 6.5341
H45 -1.7459 -2.7764 -3.2586
H46 3.1433 -2.0765 -4.4953
H47 -2.5243 4.7776 -2.9446
H48 4.4184 0.7784 3.3132
H49 0.4100 3.4955 -1.0320
H50 -3.9402 -3.6261 -0.1279
H51 -0.5980 -2.3164 0.9482
H52 5.8185 -0.1578 0.0028
H53 1.7024 -0.4486 -3.2109

* E_HOMO: -4.68 eV
* HOMO-LUMO gap: 0.22633 Eh
* LUMO level: 1.5 eV
* total charge: -1

These are the Löwdin partial charges, in e, on atoms 1 to 8: atom 1 (Ba): 1.921, atom 2 (Cl): 0.701, atom 3 (Cl): 0.634, atom 4 (S): 0.364, atom 5 (P): 1.025, atom 6 (P): 0.822, atom 7 (P): 1.025, atom 8 (F): 0.139

---

Run 2
Entry from the OMol25 dataset: a structure of composition C45H53BaCl2F5N4O7P3S (wB97M-V/def2-TZVPD).

Atoms and positions in Å:
Ba1 -0.5972 -0.1430 -0.5731
Cl1 -5.2871 5.9495 -0.6940
Cl2 -1.1061 4.2562 -3.6416
S1 -1.1463 -1.0553 -3.7148
P1 2.2466 2.1716 -0.2075
P2 -3.7809 -1.6101 -0.5332
P3 3.0022 -0.9600 -1.0367
F1 0.8523 0.5789 -3.4874
F2 0.2666 -3.5199 4.5942
F3 -0.2836 0.8684 -5.3129
F4 0.7190 1.0605 5.3888
F5 1.0659 -0.8114 -5.1353
O1 -4.2076 -2.1541 0.9201
O2 -3.8227 -3.0144 -1.3470
O3 -0.6927 2.3450 -1.3940
O4 -0.4079 -1.7484 -2.6502
O5 -5.1432 -0.9563 -1.1553
O6 -1.6797 -1.8775 -4.7590
O7 -2.0002 -0.0476 -3.1129
N1 -2.2657 2.0177 0.7717
N2 5.5962 -0.1081 -0.8505
N3 4.9774 2.5035 -0.1000
N4 -0.6109 -2.9656 0.6641
C1 -0.8187 -3.1006 1.9810
C2 3.0014 4.8035 0.7994
C3 2.7335 2.8848 2.3905
C4 0.1159 -2.2388 4.1391
C5 7.3139 3.0374 -0.0114
C6 6.5812 0.7961 -0.6180
C7 -1.6944 3.1115 -1.2685
C8 2.2956 3.0889 -1.7956
C9 6.2688 2.1085 -0.2356
C10 0.4977 -1.2413 5.0116
C11 -5.2819 -3.0858 1.1075
C12 8.6122 2.6477 -0.1605
C13 -0.0687 0.3421 3.2689
C14 3.4241 -2.4509 0.0122
C15 -1.9628 -5.1825 1.6214
C16 2.9901 -2.0937 1.4377
C17 -4.0363 2.7613 2.1858
C18 -6.2325 0.9353 -0.1055
C19 0.7428 3.8781 1.2346
C20 -2.9777 1.8887 1.8648
C21 -3.6490 3.8984 0.1027
C22 -2.0629 4.0955 -2.1969
C23 7.9356 0.4127 -0.7713
C24 -0.3551 -1.9902 2.8543
C25 -3.9882 -3.0469 -2.7755
C26 4.3557 0.2664 -0.6726
C27 8.9271 1.3204 -0.5434
C28 0.1883 -0.0470 -4.4734
C29 -5.6434 -3.0841 2.5751
C30 -3.1555 4.9455 -2.0146
C31 -1.0618 -3.9095 -0.1612
C32 -3.9316 4.8591 -0.8929
C33 4.8719 -2.9332 0.0182
C34 -0.4267 -0.6682 2.3636
C35 -5.2470 0.4799 -1.1592
C36 3.5460 -1.4388 -2.7232
C37 -1.7394 -5.0384 0.2619
C38 0.3730 0.0507 4.5432
C39 4.0296 1.6210 -0.2919
C40 -2.5563 3.0218 -0.0933
C41 -5.3762 -3.5375 -3.1229
C42 2.5338 -3.5720 -0.5348
C43 -4.3737 3.7489 1.3081
C44 2.2299 3.5182 1.0924
C45 -1.4991 -4.2112 2.4878
H1 3.6034 -1.2866 1.8489
H2 2.8597 -2.1935 -3.1078
H3 -7.2200 0.5127 -0.2974
H4 4.0733 4.6317 0.7592
H5 2.9234 -3.9629 -1.4769
H6 -6.1256 -2.8277 -2.7740
H7 2.5839 3.5810 3.2212
H8 -2.0971 -5.7635 -0.4563
H9 9.9639 1.0304 -0.6554
H10 3.7998 2.6595 2.3278
H11 9.4128 3.3555 0.0124
H12 1.5104 -3.2346 -0.6938
H13 -5.5742 0.7640 -2.1604
H14 -3.3840 5.6822 -2.7733
H15 2.5020 -4.3944 0.1857
H16 -5.4723 -3.6468 -4.2051
H17 -2.5026 -6.0409 2.0043
H18 -4.2613 0.9267 -0.9965
H19 2.1964 1.9657 2.6255
H20 -6.0126 -2.1046 2.8800
H21 -6.1311 -2.7917 0.4849
H22 -6.3077 2.0237 -0.1096
H23 0.1175 2.9963 1.3916
H24 1.9442 -1.7810 1.4765
H25 2.7880 5.5275 1.5930
H26 -0.1229 1.3899 2.9891
H27 -0.8762 -3.7364 -1.2175
H28 7.0459 4.0456 0.2771
H29 4.5722 -1.8050 -2.7551
H30 0.3709 4.3832 0.3402
H31 4.9203 -3.8782 0.5701
H32 5.5383 -2.2231 0.5008
H33 5.2485 -3.1151 -0.9893
H34 1.3299 3.5590 -1.9686
H35 3.1017 -2.9649 2.0902
H36 -6.4174 -3.8271 2.7752
H37 -1.6716 -4.2934 3.5498
H38 -5.1975 4.4190 1.5169
H39 -4.7648 -3.3212 3.1756
H40 0.8730 -1.4650 5.9994
H41 3.1122 3.8118 -1.8205
H42 -2.7099 1.0616 2.5147
H43 -5.5658 -4.5065 -2.6584
H44 -4.5795 2.6295 3.1125
H45 3.4612 -0.5628 -3.3679
H46 -3.2168 -3.7152 -3.1595
H47 -4.9444 -4.0725 0.7844
H48 2.4407 2.3655 -2.5980
H49 8.1449 -0.6074 -1.0666
H50 0.6125 4.5529 2.0864
H51 -5.9026 0.6200 0.8854
H52 -3.8032 -2.0595 -3.2009
H53 2.6865 5.2552 -0.1434

* E_HOMO: -4.79 eV
* HOMO-LUMO gap: 0.22767 Eh
* LUMO level: 1.4 eV
* total charge: -1

These are the Löwdin partial charges, in e, on atoms 1 to 8: atom 1 (Ba): 1.622, atom 2 (Cl): 0.633, atom 3 (Cl): 0.679, atom 4 (S): 0.417, atom 5 (P): 1.000, atom 6 (P): 0.812, atom 7 (P): 0.994, atom 8 (F): 0.076

---

Referenced to the most stable arrangement, the calculated values in kcal/mol are run 1 60.1; run 2 0.0.

---

Run 1
Entry from the OMol25 dataset: an isolated molecule of C15H17NO2S (wB97M-V/def2-TZVPD).

Atoms and positions in Å:
S1 1.6573 -1.9830 -1.5982
O1 -4.5145 0.6944 2.0764
O2 -0.4593 0.1381 2.1447
N1 -2.1250 -1.1420 1.3265
C1 0.7118 -1.7758 -0.0528
C2 3.8223 1.3585 -0.7654
C3 -6.4717 -0.3220 1.8020
C4 3.2529 -0.2623 -2.9213
C5 -5.8166 0.8697 1.8072
C6 2.9856 0.2684 -0.5961
C7 -0.9546 -0.4727 1.2235
C8 4.3873 1.6533 -1.9973
C9 2.6919 -0.5450 -1.6792
C10 -5.4904 -1.3021 2.0882
C11 5.3060 2.8238 -2.1727
C12 4.0920 0.8212 -3.0731
C13 -4.3141 -0.6287 2.2524
C14 -0.2744 -0.6156 -0.1300
C15 -2.9322 -1.1149 2.5331
H1 5.2645 3.4841 -1.3101
H2 0.1901 -2.7255 0.0705
H3 4.0371 1.9872 0.0869
H4 3.0230 -0.9031 -3.7592
H5 5.0403 3.3905 -3.0633
H6 -6.1532 1.8737 1.6416
H7 4.5220 1.0299 -4.0422
H8 0.2650 0.3095 -0.3410
H9 -7.5134 -0.4868 1.6195
H10 1.4078 -1.6512 0.7758
H11 -2.5090 -1.6172 0.5253
H12 -2.4176 -0.4384 3.2216
H13 -2.9837 -2.1171 2.9715
H14 6.3335 2.4790 -2.2918
H15 -5.6411 -2.3591 2.1703
H16 -0.9981 -0.7924 -0.9267
H17 2.5787 0.0738 0.3835

* E_HOMO: -7.97 eV
* HOMO-LUMO gap: 0.31574 Eh
* LUMO level: 0.6 eV
* total charge: 0
* SMILES: Cc1ccc(SCCC(=O)NCc2ccco2)cc1

These are the Löwdin partial charges, in e, on atoms 1 to 8: atom 1 (S): 0.936, atom 2 (O): 0.059, atom 3 (O): 0.067, atom 4 (N): 0.076, atom 5 (C): -0.473, atom 6 (C): -0.040, atom 7 (C): -0.065, atom 8 (C): -0.117

---

Run 2
Entry from the OMol25 dataset: an isolated molecule of C15H17NO2S (wB97M-V/def2-TZVPD).

Atoms and positions in Å:
S1 -0.4356 -2.2353 -1.0382
O1 2.8306 0.9587 0.5135
O2 -2.4406 1.6487 -2.5464
N1 -1.6757 -0.0360 1.2327
C1 -3.4647 0.6146 -0.2624
C2 -0.4262 0.0717 1.7915
C3 1.9504 -1.4103 -1.4724
C4 0.7213 -3.3510 -1.6535
C5 -2.0062 0.4555 -0.0073
C6 0.7467 -0.9626 -1.0271
C7 0.6169 0.4162 0.9950
C8 2.3536 0.9632 2.8265
C9 -1.0196 0.7705 -0.8845
C10 -0.4044 -0.2151 3.2606
C11 -1.3153 1.3298 -2.2018
C12 1.9854 0.7698 1.3727
C13 1.9364 -2.7774 -1.8322
C14 -0.1463 1.4887 -3.1465
C15 0.3980 0.4063 -0.5149
H1 -2.4363 -0.3178 1.8341
H2 0.4208 -4.3618 -1.8457
H3 -3.7287 0.1686 -1.2186
H4 1.1172 1.1081 -0.9458
H5 -0.3956 0.7071 3.8404
H6 2.7942 -3.3040 -2.2111
H7 -4.0548 0.1581 0.5306
H8 -3.7175 1.6711 -0.3382
H9 3.3274 1.4467 2.8632
H10 2.4340 0.0014 3.3273
H11 1.6250 1.5779 3.3450
H12 0.3879 0.5479 -3.2556
H13 0.4666 -0.8010 3.5344
H14 0.5464 2.2362 -2.7646
H15 -0.5179 1.8139 -4.1149
H16 -1.2931 -0.7783 3.5417
H17 2.8195 -0.7801 -1.5275

* E_HOMO: -8.24 eV
* HOMO-LUMO gap: 0.31013 Eh
* LUMO level: 0.2 eV
* total charge: 0
* SMILES: CC(=O)C1=C(C)NC(C)=C(C(C)=O)C1c1cccs1

These are the Löwdin partial charges, in e, on atoms 1 to 8: atom 1 (S): 1.057, atom 2 (O): 0.067, atom 3 (O): 0.055, atom 4 (N): 0.108, atom 5 (C): -0.004, atom 6 (C): -0.220, atom 7 (C): -0.120, atom 8 (C): -0.415

---

Referenced to the most stable arrangement, the calculated values in kcal/mol are run 1 0.0; run 2 3.9.

---

Run 1
Entry from the OMol25 dataset: a cluster of 2 separate species, CH4N3P in total (wB97M-V/def2-TZVPD).

Atoms and positions in Å:
P1 -0.2759 -0.8097 0.3363
N1 -0.7384 0.1027 1.6567
N2 0.1371 1.2517 -1.3774
N3 0.8149 -1.6249 1.0727
C1 0.1201 1.2691 -2.5092
H1 -0.1151 -0.0552 2.5230
H2 0.1452 1.2613 -3.6707
H3 -1.1599 1.0579 1.4980
H4 1.0720 -2.4529 0.4707

* E_HOMO: -8.92 eV
* HOMO-LUMO gap: 0.35712 Eh
* LUMO level: 0.8 eV
* total charge: 0
* SMILES: [H]/N=P/N.C#N

These are the Löwdin partial charges, in e, on atoms 1 to 8: atom 1 (P): 0.627, atom 2 (N): -0.296, atom 3 (N): -0.030, atom 4 (N): -0.366, atom 5 (C): -0.099, atom 6 (H): 0.065, atom 7 (H): 0.110, atom 8 (H): 0.036

---

Run 2
Entry from the OMol25 dataset: a cluster of 2 separate species, CH4N3P in total (wB97M-V/def2-TZVPD).

Atoms and positions in Å:
P1 2.0038 -0.2294 -0.9146
N1 0.2073 1.0126 1.6096
N2 2.8554 -1.4427 -1.3997
N3 3.2094 0.2920 1.7519
C1 2.7743 0.0660 0.7174
H1 2.8486 -1.7233 -2.3638
H2 0.8686 0.9695 2.4005
H3 -0.2836 1.9056 1.6318
H4 -0.5174 0.2178 1.6407

* E_HOMO: -9.96 eV
* HOMO-LUMO gap: 0.32891 Eh
* LUMO level: -1.0 eV
* total charge: 0
* SMILES: [H]/N=P/C#N.N

These are the Löwdin partial charges, in e, on atoms 1 to 8: atom 1 (P): 0.776, atom 2 (N): -0.033, atom 3 (N): -0.313, atom 4 (N): 0.065, atom 5 (C): -0.515, atom 6 (H): -0.040, atom 7 (H): 0.000, atom 8 (H): 0.007

---

Referenced to the most stable arrangement, the calculated values in kcal/mol are run 1 0.0; run 2 3.9.

---

Run 1
Entry from the OMol25 dataset: an isolated molecule of C4H10NP (wB97M-V/def2-TZVPD).

Atoms and positions in Å:
P1 -0.2049 0.0964 0.3071
N1 1.0963 -0.0859 1.2299
C1 -1.3786 1.4923 0.3640
C2 2.0543 -0.1464 0.1076
C3 0.9811 0.2121 -1.0601
C4 -1.1584 -1.5601 0.3151
H1 -0.8575 2.4506 0.1114
H2 -1.8150 -1.8884 1.0626
H3 -0.2983 -2.3012 0.2639
H4 0.8517 1.3436 -1.3789
H5 -1.5799 -1.5376 -0.6477
H6 2.9064 0.6684 0.3308
H7 2.5108 -1.1441 0.0037
H8 -1.8783 1.5582 1.3733
H9 0.8057 -0.3743 -1.8784
H10 -2.0353 1.2161 -0.5043

* E_HOMO: -7.47 eV
* HOMO-LUMO gap: 0.30161 Eh
* LUMO level: 0.7 eV
* total charge: 0

These are the Löwdin partial charges, in e, on atoms 1 to 8: atom 1 (P): 0.692, atom 2 (N): -0.308, atom 3 (C): -0.213, atom 4 (C): -0.353, atom 5 (C): -0.224, atom 6 (C): -0.161, atom 7 (H): 0.054, atom 8 (H): 0.013

---

Run 2
Entry from the OMol25 dataset: a cluster of 2 separate species, C4H10NP in total (wB97M-V/def2-TZVPD).

Atoms and positions in Å:
P1 1.0146 0.8833 -0.9771
N1 -0.7134 0.3678 -0.9900
C1 0.6635 -0.9657 3.4652
C2 -1.7373 1.3909 -1.1470
C3 0.0349 0.0428 -2.2312
C4 1.1509 -0.7544 -1.7514
H1 -2.0339 1.8201 -0.1495
H2 -0.1464 0.3211 -3.2131
H3 1.1490 -0.2113 4.1532
H4 1.1390 -1.5698 -1.0547
H5 2.0816 -0.6883 -2.3132
H6 0.6817 -1.9314 3.9915
H7 -2.4433 0.9190 -1.8667
H8 -1.4220 2.2568 -1.7181
H9 0.9876 -1.0175 2.4494
H10 -0.4064 -0.8634 3.3527

* E_HOMO: -7.87 eV
* HOMO-LUMO gap: 0.32601 Eh
* LUMO level: 1.0 eV
* total charge: 0
* SMILES: CN1[C@@H]2CP21.C

These are the Löwdin partial charges, in e, on atoms 1 to 8: atom 1 (P): 0.928, atom 2 (N): -0.345, atom 3 (C): -0.054, atom 4 (C): -0.191, atom 5 (C): -0.466, atom 6 (C): -0.353, atom 7 (H): 0.092, atom 8 (H): 0.083

---

Referenced to the most stable arrangement, the calculated values in kcal/mol are run 1 0.0; run 2 11.3.